C16H25CaNO16 | ωB97M-V/def2-TZVPD

```
59
Properties=species:S:1:pos:R:3:nbo_charge:R:1
Ca 7.231 -19.583 34.510 1.82
O 7.933 -20.467 36.408 -1.38
H 7.626 -21.091 37.062 0.44
N 5.940 -17.494 32.117 0.72
O 5.262 -16.864 32.948 -0.50
O 6.877 -18.245 32.565 -0.68
O 5.697 -17.473 30.892 -0.50
C 2.893 -19.073 39.512 -0.64
C 3.098 -18.421 38.125 0.05
C 3.739 -17.040 38.139 -0.09
O 4.578 -17.137 36.978 -0.48
C 4.892 -18.432 36.770 1.02
O 5.639 -18.798 35.926 -0.63
O 4.170 -19.215 37.597 -0.49
H 3.425 -18.514 40.294 0.21
H 3.368 -20.026 39.743 0.25
H 1.842 -19.044 39.800 0.21
H 2.213 -18.612 37.518 0.20
H 4.378 -16.858 39.004 0.19
H 3.057 -16.213 37.956 0.21
C 10.087 -14.031 37.217 -0.63
C 9.823 -15.521 37.224 0.07
C 8.508 -15.937 37.858 -0.10
O 7.926 -16.804 36.935 -0.46
C 8.675 -16.849 35.819 1.01
O 8.391 -17.506 34.865 -0.63
O 9.695 -15.967 35.852 -0.48
H 9.943 -13.760 38.273 0.21
H 9.323 -13.414 36.748 0.23
H 11.124 -13.808 36.983 0.23
H 10.656 -16.052 37.691 0.18
H 7.991 -14.971 37.931 0.17
H 8.679 -16.218 38.897 0.20
C 2.491 -21.913 30.216 -0.64
C 3.647 -22.178 31.179 0.07
C 5.113 -22.196 30.700 -0.10
O 5.815 -21.450 31.718 -0.46
C 4.994 -21.101 32.663 1.01
O 5.340 -20.600 33.706 -0.66
O 3.717 -21.261 32.272 -0.48
H 2.291 -20.857 30.035 0.24
H 1.600 -22.348 30.665 0.23
H 2.632 -22.345 29.226 0.23
H 3.573 -23.166 31.642 0.18
H 5.329 -21.888 29.678 0.21
H 5.625 -23.152 30.825 0.19
C 12.815 -22.586 32.975 -0.63
C 11.566 -22.189 32.214 0.06
C 10.655 -23.383 31.849 -0.08
O 9.422 -22.893 32.356 -0.48
C 9.450 -21.764 33.001 1.02
O 8.575 -21.208 33.592 -0.64
O 10.741 -21.315 33.004 -0.49
H 12.566 -23.008 33.949 0.23
H 13.379 -21.702 33.277 0.23
H 13.394 -23.218 32.304 0.22
H 11.747 -21.569 31.335 0.19
H 10.982 -24.320 32.295 0.20
H 10.577 -23.527 30.774 0.20
```

Properties
Max |F| in Eh/bohr: 0.0656
LUMO energy in eV: 0.513
Spin multiplicity: 1
Frontier orbital gap in eV: 7.7
HOMO energy in Ha: -0.263

C16H25ClN2O6S2 | ωB97M-V/def2-TZVPD

```
52
Properties=species:S:1:pos:R:3:nbo_charge:R:1
C 0.537 -3.091 -2.462 -0.62
C 1.150 -2.056 -3.420 -0.41
C 0.903 -0.590 -3.054 -0.41
C 1.563 -0.008 -1.780 -0.49
C 0.609 0.105 -0.539 -0.26
C -0.278 1.324 -0.871 -0.40
C -1.671 1.487 -0.242 -0.42
C -2.628 0.307 -0.239 -0.07
O -2.674 -0.293 -1.539 -0.57
C -3.854 -0.984 -1.742 0.81
C -3.776 -2.453 -1.485 -0.73
O -4.816 -0.411 -2.116 -0.53
C 1.420 0.275 0.794 0.02
Cl 1.695 -1.345 1.524 -0.04
C 0.791 1.149 1.891 -0.45
C -0.360 0.505 2.678 -0.54
S -1.487 1.705 3.422 0.31
C -0.416 2.363 4.619 0.27
N -0.557 3.530 5.208 -0.30
N 0.461 3.595 6.161 -0.27
C 1.127 2.481 6.049 0.27
O 0.625 1.641 5.103 -0.43
C 2.788 0.883 0.468 -0.10
O 3.666 -0.006 -0.215 -0.70
S 3.155 -0.763 -1.534 2.40
O 3.062 -2.150 -1.198 -0.92
O 3.992 -0.344 -2.621 -0.92
H -0.059 -3.819 -3.018 0.21
H -0.123 -2.629 -1.731 0.19
H 1.312 -3.648 -1.938 0.24
H 2.217 -2.251 -3.523 0.22
H 0.732 -2.199 -4.420 0.21
H -0.173 -0.435 -2.953 0.22
H 1.233 0.021 -3.898 0.23
H 1.843 1.025 -2.009 0.24
H 0.034 -0.820 -0.468 0.24
H 0.301 2.214 -0.601 0.20
H -0.395 1.383 -1.953 0.23
H -2.174 2.278 -0.805 0.23
H -1.582 1.866 0.776 0.21
H -3.623 0.701 -0.009 0.20
H -2.397 -0.451 0.519 0.16
H -4.781 -2.866 -1.466 0.24
H -3.217 -2.921 -2.294 0.25
H -3.245 -2.656 -0.554 0.23
H 0.478 2.115 1.493 0.23
H 1.586 1.359 2.612 0.23
H 0.035 -0.128 3.470 0.25
H -0.978 -0.129 2.042 0.23
H 1.996 2.170 6.607 0.21
H 3.311 1.168 1.380 0.22
H 2.639 1.796 -0.121 0.19
```

Properties
SMILES: CCC[C@H]1[C@H](CCCOC(C)=O)[C@](Cl)(CCSc2nnco2)COS1(=O)=O
Max |F| in Eh/bohr: 0.0302
LUMO energy in eV: 0.281
Spin multiplicity: 1
Frontier orbital gap in eV: 9.8
HOMO energy in Ha: -0.348

C16H25F3I3N2O4S | ωB97M-V/def2-TZVPD

```
54
Properties=species:S:1:pos:R:3:nbo_charge:R:1
C -5.806 -0.754 0.867 -0.63
C -4.680 -0.818 -0.305 -0.42
C -3.861 0.581 -0.400 -0.44
C -2.302 0.428 -0.621 -0.54
C -1.313 0.235 0.594 0.10
I -2.546 0.032 2.432 0.25
C -0.602 1.680 0.909 -0.09
I -2.052 3.335 1.114 0.22
O 0.313 1.961 -0.140 -0.58
C 1.481 1.076 -0.117 0.13
S 2.535 1.250 1.384 0.01
C 2.351 1.678 -1.344 -0.45
C 3.118 3.021 -1.030 0.01
O 2.402 3.974 -0.212 -0.69
C 4.664 2.864 -0.608 0.95
F 4.939 3.540 0.590 -0.33
F 5.097 1.553 -0.441 -0.33
F 5.503 3.444 -1.588 -0.33
C 0.900 -0.393 -0.460 0.49
O 0.338 -0.125 -1.796 -0.72
C 1.969 -1.493 -0.873 -0.57
C 3.240 -1.760 0.023 0.06
N 3.648 -2.962 0.370 -0.54
N -0.231 -0.854 0.464 -0.41
C 0.302 -1.209 1.845 -0.49
C -0.890 -2.128 -0.012 -0.39
C -0.385 -3.529 0.469 0.46
O 0.545 -4.236 0.104 -0.49
I -1.583 -4.561 2.026 0.12
H -5.654 -1.629 1.568 0.22
H -5.795 0.256 1.377 0.21
H -6.836 -0.892 0.384 0.23
H -5.284 -0.988 -1.265 0.23
H -4.012 -1.724 -0.196 0.18
H -4.242 1.012 -1.399 0.24
H -4.207 1.343 0.357 0.24
H -1.975 1.389 -1.163 0.27
H -2.209 -0.338 -1.472 0.24
H -0.151 1.697 1.964 0.23
H 2.714 0.025 2.020 0.16
H 3.102 0.940 -1.757 0.25
H 1.664 1.931 -2.226 0.27
H 3.201 3.569 -2.039 0.22
H 2.916 4.808 -0.278 0.49
H 0.338 -0.954 -2.312 0.48
H 1.483 -2.443 -1.298 0.26
H 2.468 -1.084 -1.831 0.28
H 3.961 -0.942 0.366 0.22
H 2.993 -3.667 -0.002 0.34
H -0.371 -1.857 2.471 0.28
H 0.479 -0.281 2.489 0.27
H 1.298 -1.747 1.809 0.26
H -1.980 -2.075 0.343 0.30
H -0.999 -2.182 -1.152 0.28
```

Properties
Max |F| in Eh/bohr: 0.0847
LUMO energy in eV: -3.899
Spin multiplicity: 1
Frontier orbital gap in eV: 8.3
Net charge: +1
HOMO energy in Ha: -0.450

Q: Which value of HOMO energy does entry 1 give?
A: -0.263 Ha

Please write out number 1 again, unchanged.
C16H25CaNO16 | ωB97M-V/def2-TZVPD

```
59
Properties=species:S:1:pos:R:3:nbo_charge:R:1
Ca 7.231 -19.583 34.510 1.82
O 7.933 -20.467 36.408 -1.38
H 7.626 -21.091 37.062 0.44
N 5.940 -17.494 32.117 0.72
O 5.262 -16.864 32.948 -0.50
O 6.877 -18.245 32.565 -0.68
O 5.697 -17.473 30.892 -0.50
C 2.893 -19.073 39.512 -0.64
C 3.098 -18.421 38.125 0.05
C 3.739 -17.040 38.139 -0.09
O 4.578 -17.137 36.978 -0.48
C 4.892 -18.432 36.770 1.02
O 5.639 -18.798 35.926 -0.63
O 4.170 -19.215 37.597 -0.49
H 3.425 -18.514 40.294 0.21
H 3.368 -20.026 39.743 0.25
H 1.842 -19.044 39.800 0.21
H 2.213 -18.612 37.518 0.20
H 4.378 -16.858 39.004 0.19
H 3.057 -16.213 37.956 0.21
C 10.087 -14.031 37.217 -0.63
C 9.823 -15.521 37.224 0.07
C 8.508 -15.937 37.858 -0.10
O 7.926 -16.804 36.935 -0.46
C 8.675 -16.849 35.819 1.01
O 8.391 -17.506 34.865 -0.63
O 9.695 -15.967 35.852 -0.48
H 9.943 -13.760 38.273 0.21
H 9.323 -13.414 36.748 0.23
H 11.124 -13.808 36.983 0.23
H 10.656 -16.052 37.691 0.18
H 7.991 -14.971 37.931 0.17
H 8.679 -16.218 38.897 0.20
C 2.491 -21.913 30.216 -0.64
C 3.647 -22.178 31.179 0.07
C 5.113 -22.196 30.700 -0.10
O 5.815 -21.450 31.718 -0.46
C 4.994 -21.101 32.663 1.01
O 5.340 -20.600 33.706 -0.66
O 3.717 -21.261 32.272 -0.48
H 2.291 -20.857 30.035 0.24
H 1.600 -22.348 30.665 0.23
H 2.632 -22.345 29.226 0.23
H 3.573 -23.166 31.642 0.18
H 5.329 -21.888 29.678 0.21
H 5.625 -23.152 30.825 0.19
C 12.815 -22.586 32.975 -0.63
C 11.566 -22.189 32.214 0.06
C 10.655 -23.383 31.849 -0.08
O 9.422 -22.893 32.356 -0.48
C 9.450 -21.764 33.001 1.02
O 8.575 -21.208 33.592 -0.64
O 10.741 -21.315 33.004 -0.49
H 12.566 -23.008 33.949 0.23
H 13.379 -21.702 33.277 0.23
H 13.394 -23.218 32.304 0.22
H 11.747 -21.569 31.335 0.19
H 10.982 -24.320 32.295 0.20
H 10.577 -23.527 30.774 0.20
```

Properties
Max |F| in Eh/bohr: 0.0656
LUMO energy in eV: 0.513
Spin multiplicity: 1
Frontier orbital gap in eV: 7.7
HOMO energy in Ha: -0.263

Q: Number 2 is which compound?
A: C16H25ClN2O6S2